{"formula": "C5H15N3S", "method": "the ωB97M-V functional and the def2-TZVPD basis", "e_above_lowest_kj_mol": 304.2, "homo_lumo_gap_ev": 8.868, "total_charge": 2, "species": ["C", "C", "C", "C", "C", "N", "N", "N", "S", "H", "H", "H", "H", "H", "H", "H", "H", "H", "H", "H", "H", "H", "H", "H"], "xyz": [[-2.80525, -0.46789, 0.50921], [-0.15096, -1.62587, -1.36796], [2.29596, 0.54489, 0.88769], [0.20576, -0.09443, -1.41158], [0.81117, 0.22451, 1.04020], [-2.54397, -1.34423, 1.41360], [0.27950, 2.05077, -0.43921], [-0.07867, 0.51171, -0.13110], [-3.38843, 0.66379, -0.33938], [-0.05823, -2.13605, -0.31633], [-1.19374, -1.75436, -1.69199], [0.46357, -2.20429, -2.07315], [2.75639, 0.06289, 0.15647], [2.50490, 1.59940, 0.75656], [2.93362, 0.36732, 1.74016], [-0.52166, 0.31469, -2.09442], [1.21352, 0.15526, -1.55752], [0.28710, 0.77820, 1.90076], [0.70327, -0.90766, 1.15064], [-3.13299, -2.17561, 1.39086], [-1.71187, -1.51942, 1.89875], [-0.22314, 2.60299, -1.15417], [0.08899, 2.49278, 0.49366], [1.26520, 1.86062, -0.76175]]}